DFT (ωB97M-V with the def2-TZVPD basis set) results for a structure of composition C24H60F12N4O8P2Sr at a distorted geometry.

Summary:
- Kohn-Sham gap: 8.984 eV
- Molecular weight: 910.3 g/mol
- Total charge: 0
- Electronic energy: -3683.53901 hartree
- LUMO: 0.382 eV

Each line ends with the Löwdin charge.
Element x y z (Å)
Sr -0.58 -1.29 -3.30  1.630
P 0.90 -3.60 -1.45  0.132
P -2.02 1.60 -4.80  0.280
F 2.04 -4.69 -1.72  -0.125
F 1.12 -3.68 0.17  -0.131
F -1.96 -0.01 -4.89  -0.246
F -1.05 1.68 -6.20  -0.187
F -0.32 -2.53 -1.34  -0.263
F 0.63 -3.48 -2.99  -0.200
F -3.07 1.27 -3.60  -0.175
F 1.91 -2.36 -1.55  -0.133
F -2.18 3.23 -4.59  -0.153
F -0.77 1.52 -3.78  -0.156
F -0.04 -4.92 -1.45  -0.138
F -3.33 1.68 -5.77  -0.162
O -2.27 -3.22 -4.26  -0.276
O -0.90 0.14 -1.25  -0.327
O -2.01 -1.31 2.29  -0.212
O -2.25 3.46 3.78  -0.189
O 0.03 -1.69 -5.62  -0.354
O 1.14 2.88 7.16  -0.205
O 2.23 0.23 2.13  -0.212
O 4.21 0.66 -2.25  -0.213
N -3.07 -1.10 -2.36  -0.121
N 1.74 -0.43 -3.60  -0.160
N -2.88 0.68 4.29  -0.054
N 3.48 1.69 4.92  -0.071
C -0.86 3.52 3.44  -0.094
C 2.28 -1.25 -4.70  -0.158
C 2.25 1.73 4.09  -0.196
C -3.02 -0.98 -0.87  -0.162
C -2.59 2.96 5.10  -0.195
C -2.12 0.22 -0.56  -0.220
C 2.56 1.53 2.62  -0.197
C -3.84 -2.33 -2.70  -0.144
C -2.64 -0.75 4.55  -0.192
C 5.57 0.68 -2.09  -0.131
C -2.14 -4.67 -4.14  -0.027
C -2.94 -1.63 3.34  -0.175
C 0.10 1.06 -0.71  -0.018
C 2.50 3.03 6.96  -0.231
C 3.15 1.73 6.38  -0.183
C -0.82 -1.87 -6.78  -0.058
C 2.95 -0.24 0.97  -0.088
C 2.17 1.00 -3.63  -0.150
C 0.48 4.03 7.65  -0.099
C 1.34 -1.19 -5.92  -0.169
C -3.55 -2.78 -4.15  -0.259
C 3.71 1.14 -3.51  -0.168
C -1.14 -2.31 1.93  -0.139
C -2.31 1.51 5.33  -0.241
H 4.10 1.55 6.88  0.109
H -1.07 -0.97 -7.34  0.100
H 0.47 4.15 8.73  0.087
H 1.81 2.11 2.08  0.105
H -0.20 3.77 4.27  0.072
H 3.30 -0.93 -4.90  0.114
H -4.23 -3.61 -4.35  0.124
H 3.91 0.78 4.93  0.099
H -1.94 0.30 0.51  0.108
H -2.68 -5.08 -3.29  0.101
H 1.16 -0.17 -6.25  0.121
H 4.01 -0.45 1.14  0.085
H 1.03 4.90 7.29  0.084
H -0.52 4.09 7.22  0.067
H -3.75 -2.03 -4.92  0.129
H -3.43 -3.15 -2.10  0.118
H -1.77 -2.18 -6.33  0.070
H 1.59 0.96 4.47  0.119
H -3.66 3.12 5.23  0.123
H -3.25 -2.66 3.47  0.128
H 2.57 0.83 6.58  0.112
H -0.53 -2.68 -7.45  0.099
H 4.06 2.17 -3.46  0.127
H -0.80 -2.95 2.74  0.095
H 1.73 2.67 4.28  0.094
H 1.78 -1.68 -6.79  0.130
H -4.89 -2.18 -2.44  0.127
H -3.47 -0.26 -2.75  0.083
H -2.63 1.15 -0.80  0.133
H 2.34 -2.31 -4.43  0.124
H -0.26 -1.99 1.37  0.077
H 1.08 0.75 -1.08  0.068
H 1.57 1.71 -3.05  0.104
H -1.67 -3.01 1.29  0.081
H -1.60 -0.86 4.86  0.114
H 3.60 1.72 2.34  0.125
H 2.79 3.78 6.22  0.122
H -2.60 1.07 3.40  0.101
H 2.49 -1.14 0.56  0.072
H -0.13 2.04 -1.14  0.096
H -1.23 1.42 5.36  0.104
H -3.96 -0.78 -0.35  0.132
H -2.58 -1.92 -0.55  0.096
H -2.14 3.63 5.83  0.099
H -3.81 -1.18 2.87  0.116
H -0.62 4.05 2.52  0.094
H -1.13 -4.91 -3.81  0.072
H -0.01 1.20 0.36  0.091
H -2.25 -5.17 -5.10  0.101
H 5.86 0.06 -1.25  0.092
H 1.91 1.43 -4.59  0.119
H 4.27 0.66 -4.31  0.107
H 2.94 0.52 0.18  0.061
H 5.94 1.70 -1.98  0.092
H 2.85 3.24 7.97  0.121
H -2.67 1.16 6.30  0.127
H 6.08 0.22 -2.94  0.087
H -0.59 2.47 3.31  0.063
H 2.25 -0.76 -2.79  0.073
H -3.25 -0.93 5.43  0.118